Molecular formula: C65H161F6N8O11P
Method: DFT, wB97M-V/def2-TZVPD

CARTESIAN COORDINATES (ANGSTROEM)
H (-2.408, -2.324, -6.466)
H (-2.733, -3.256, -9.529)
H (4.829, 2.683, -5.142)
H (-4.997, 8.420, 0.263)
H (0.368, 8.941, 4.984)
H (-4.050, 1.707, -7.835)
H (-1.709, -1.043, 4.605)
C (-1.346, 7.505, -2.770)
H (-1.537, -6.097, 4.280)
H (-1.680, 10.944, -2.781)
H (7.413, -0.334, -3.888)
O (-6.526, -1.055, -2.578)
H (-5.518, -4.843, 1.657)
H (9.116, 2.670, -0.848)
C (4.371, -6.078, -1.681)
C (8.965, -5.749, 5.277)
C (-0.740, -0.869, -8.040)
H (-0.541, 6.872, 4.034)
H (-1.199, -7.339, -3.529)
H (-6.736, 1.312, 1.510)
N (-3.540, -5.404, 4.406)
C (0.891, 8.475, 4.149)
C (-8.081, 3.283, -0.090)
H (-4.188, -5.801, 1.522)
C (-2.812, 8.898, -4.292)
H (0.728, -2.992, -8.552)
H (1.932, -8.076, -2.320)
H (-5.385, -6.537, 2.321)
H (-2.128, 7.177, -2.086)
H (-8.989, 6.789, -1.749)
H (-1.856, -4.564, 3.399)
C (-4.577, -4.665, 3.532)
H (-9.903, 4.468, -0.421)
O (-8.369, 5.659, -0.081)
H (3.119, -3.567, 4.705)
H (-3.732, 8.100, 1.387)
H (2.688, -4.810, 5.633)
H (3.403, -4.089, 8.509)
C (0.637, 4.526, 4.835)
C (-3.441, -7.533, 5.943)
H (-2.781, 10.751, -0.550)
C (1.547, 3.952, 3.612)
C (-0.299, -7.123, -2.952)
H (-0.499, 7.669, -2.104)
H (1.694, -9.136, -3.624)
H (3.333, -5.828, -1.900)
O (6.232, 2.429, -6.613)
H (7.377, 2.951, -1.133)
H (-0.394, -5.090, -8.055)
C (0.454, -0.794, -7.101)
C (5.477, -6.279, 6.756)
H (1.006, 6.586, 3.129)
C (-8.840, 4.433, -0.662)
H (-3.552, 8.363, -3.696)
H (-9.415, 4.643, 4.233)
H (6.858, -7.162, 5.248)
H (-5.463, -4.520, 4.150)
H (8.529, -5.121, 4.500)
H (-10.105, 3.100, 3.809)
C (3.600, -4.424, 5.177)
C (-1.696, -2.953, -7.000)
H (4.349, -2.934, 6.523)
H (0.291, 7.555, 6.510)
H (-3.760, -2.502, 5.335)
C (-7.109, 2.191, 2.036)
C (-9.535, 1.732, 1.309)
O (-2.911, 8.738, -0.366)
C (5.829, -3.050, 9.131)
C (-3.026, -3.169, 5.787)
H (5.487, 4.170, -5.632)
H (-9.850, 4.503, 1.917)
O (-1.603, -2.906, 5.556)
H (4.151, -10.060, -4.078)
H (0.471, 8.933, -3.600)
H (5.093, -5.547, -2.302)
H (-0.425, 6.317, -4.424)
H (2.598, 4.218, 3.722)
H (6.209, 0.417, -0.963)
C (4.534, -7.629, -1.602)
F (-0.626, -2.874, -0.392)
H (1.963, 8.658, 4.223)
C (-4.365, 0.673, -7.697)
H (7.781, 2.822, -4.864)
H (-1.234, 11.100, -5.363)
H (3.487, -9.917, -2.539)
C (-4.008, 8.763, 0.566)
H (5.850, -6.916, 7.557)
C (-0.259, 10.680, -5.116)
C (-0.533, -4.682, -9.057)
C (0.344, 5.802, 7.739)
H (-0.151, -2.837, -10.080)
C (-1.670, 9.965, -2.300)
C (-1.242, 6.330, -3.701)
F (-2.045, -1.419, 0.487)
H (-1.520, -4.997, -9.396)
H (-9.107, 0.918, 0.725)
H (-0.345, -7.760, -2.069)
C (8.338, 2.749, -1.607)
H (-5.098, -6.686, 4.861)
H (6.503, -10.554, -3.354)
H (-3.185, -2.963, 6.846)
H (3.340, -6.547, -3.883)
H (4.385, 0.643, -1.220)
H (-0.368, 8.543, -5.168)
H (5.807, 0.241, -4.489)
H (5.583, -3.759, 5.706)
C (-0.246, -3.106, -9.028)
H (0.127, 11.492, -4.499)
H (-1.116, 2.884, 8.669)
H (-8.673, 4.575, -1.730)
H (-0.068, 6.356, 8.582)
H (-3.749, -8.574, 6.046)
H (-2.532, -5.328, 6.068)
C (0.543, 6.980, 4.034)
P (-0.842, -1.208, -0.553)
H (0.567, 0.150, -6.567)
H (-8.620, 7.744, -0.149)
C (-2.232, -5.560, 3.634)
H (-1.355, 4.389, 9.604)
H (-1.067, -1.132, 6.336)
H (3.730, -8.123, -1.057)
H (1.272, 4.209, 2.589)
O (-0.314, 4.502, 7.738)
H (5.119, -3.244, 9.934)
H (9.029, 1.649, -3.322)
H (-9.765, 1.443, 2.335)
H (0.632, -1.666, -6.471)
H (-0.727, 9.895, -1.759)
H (-7.533, 1.790, 2.956)
C (5.767, 3.129, -5.470)
H (7.401, 0.809, -5.239)
H (-2.149, -3.924, -7.199)
H (-3.888, -6.979, 6.769)
H (6.504, -5.068, 8.886)
C (-4.034, -6.868, 4.703)
C (3.276, -7.634, -3.838)
C (5.631, 1.742, -2.539)
H (1.411, 5.607, 7.843)
H (0.525, 10.640, -5.872)
H (-4.065, -7.403, 3.754)
H (5.501, 2.678, -1.994)
H (4.022, -4.972, 4.335)
C (4.434, -9.785, -3.062)
H (-3.074, 9.933, -4.514)
H (-5.979, 4.180, 2.703)
H (5.756, 1.798, -8.545)
H (6.212, -10.204, -1.674)
H (-7.026, 3.543, -0.182)
N (-1.345, -2.247, -8.314)
C (8.218, 1.608, -2.594)
C (-8.936, 6.835, -0.661)
H (5.539, -11.692, -2.499)
C (-3.946, -1.497, -8.640)
H (4.647, -6.803, 6.282)
H (4.162, -5.686, 9.087)
H (-8.350, 3.281, 4.248)
H (6.959, 3.924, -3.705)
N (-1.586, 8.897, -3.393)
H (-8.087, 4.695, 2.053)
C (0.138, 6.482, 6.395)
H (-0.871, 6.268, 6.044)
H (-2.555, 8.431, -5.242)
C (1.836, -8.077, -3.406)
C (-3.376, -4.716, 5.752)
F (0.296, -1.141, -1.684)
H (2.904, -5.592, 7.818)
F (-1.916, -1.411, -1.686)
H (-3.818, 10.062, -1.699)
N (1.095, 6.013, 5.228)
H (5.565, 3.622, -8.289)
N (-8.418, 2.819, 1.394)
H (5.664, -8.277, -4.922)
H (-0.067, -1.457, 4.951)
F (-1.011, 0.442, -0.515)
H (8.214, 0.719, -1.964)
H (-0.905, -3.030, -6.254)
H (2.923, 5.251, 6.030)
C (6.861, 3.027, -4.317)
H (2.996, 6.220, 4.589)
H (0.208, 3.462, 9.507)
H (-4.249, -4.851, 6.391)
F (0.251, -1.014, 0.659)
H (-4.762, -1.614, -9.352)
C (5.375, 0.515, -1.658)
H (3.394, -7.896, -4.889)
C (-9.203, 3.706, 3.718)
H (0.512, 9.034, 3.294)
H (9.761, -5.118, 5.674)
H (-0.315, -6.106, -2.562)
H (-4.164, 0.340, -6.679)
H (-3.970, -3.781, 3.332)
H (-2.202, 6.202, -4.200)
C (-7.099, -2.079, -3.112)
C (-4.943, -5.542, 2.264)
O (-8.323, -2.174, -3.213)
H (6.663, -8.135, -3.476)
C (-2.869, 9.878, -1.196)
C (-0.666, 3.830, 8.971)
H (5.456, -7.993, -1.149)
H (2.639, 7.058, 6.136)
H (-2.432, -1.757, -10.183)
H (5.328, -2.195, 8.676)
O (7.867, -5.819, 6.171)
N (4.989, -4.909, 7.391)
N (6.886, 1.755, -3.450)
C (-0.306, 9.214, -4.311)
H (-8.491, 2.435, -0.637)
H (-10.315, 2.246, 0.747)
H (-1.002, 5.544, -2.985)
O (-3.722, -0.098, -8.670)
H (1.281, -0.959, -7.792)
H (-0.443, 4.438, 4.717)
H (-3.989, 9.647, 1.203)
H (4.548, -5.563, -0.737)
H (4.454, 2.518, -7.800)
H (-5.790, -1.669, -2.621)
C (-1.083, -1.558, 5.333)
C (5.742, -7.792, -3.949)
H (1.514, 2.867, 3.514)
C (2.508, 6.142, 5.560)
H (-5.422, 0.540, -7.927)
H (8.659, 3.537, -2.289)
H (5.343, -0.375, -2.287)
C (-2.629, -2.217, -9.215)
H (-4.186, -1.780, -7.615)
N (4.538, -8.203, -3.056)
H (-5.378, 3.375, 1.295)
H (9.380, -6.676, 4.882)
O (0.816, -7.240, -3.928)
C (5.538, 2.619, -7.862)
C (-5.854, 3.193, 2.258)
H (6.882, -3.986, 7.439)
H (-0.668, -0.488, -9.058)
C (-8.937, 4.068, 2.321)
H (0.851, 3.996, 5.763)
H (-2.346, -6.131, 2.713)
H (-2.379, -7.372, 6.126)
O (-6.311, -2.908, -3.404)
C (5.752, -10.625, -2.568)
H (-5.185, 2.686, 2.953)
H (5.679, -6.720, -4.137)
H (6.174, -5.648, 4.876)
C (4.640, -3.940, 6.221)
H (-1.529, -0.405, -7.448)
H (-9.941, 6.771, -0.244)
H (6.800, -2.790, 9.552)
C (6.860, 0.484, -4.350)
C (3.760, -5.090, 8.268)
H (0.124, -5.201, -9.755)
C (6.150, -4.326, 8.171)
H (4.731, 1.735, -3.154)
C (6.600, -6.208, 5.708)

Calculated values
Frontier orbital gap ... 3.571 eV
Energy relative to the best compared isomer or geometry (same formula, charge and spin) ... 129.5 kcal per mole
LUMO energy ... -8.7107 eV
Net charge ... +6
HOMO ... -12.3 eV